Entry 1:
The following is a DFT calculation (wB97M-V/def2-TZVPD) of a molecular structure, C35H36F5N2O4OsP2Se3.

```
88
Properties=species:S:1:pos:R:3:forces:R:3
Os -1.109297 0.953003 0.253457 -0.664 -0.043 -0.518
N -1.348980 2.994615 0.853052 0.024 -0.059 0.038
C -1.514458 3.059043 2.298804 0.078 -0.074 0.056
C -1.389423 4.203096 3.028573 -0.053 0.030 0.009
C -1.647731 4.180879 4.417186 -0.008 -0.009 -0.016
C -2.054177 3.030667 5.032710 0.016 -0.012 -0.004
C -2.186931 1.832097 4.292541 -0.057 0.020 0.009
C -2.631107 0.601778 4.836674 0.021 0.001 0.029
C -2.719357 -0.495193 4.033805 0.001 0.005 -0.037
C -2.317709 -0.403899 2.686078 -0.184 0.045 -0.044
N -1.911944 0.724867 2.150989 0.590 -0.141 0.093
C -1.873356 1.853521 2.927368 -0.068 0.016 -0.108
H -0.566895 3.575887 0.558672 0.034 -0.027 0.002
H -2.181489 3.414116 0.439877 0.065 0.045 0.029
H -1.115416 5.132983 2.544826 0.008 -0.001 0.001
H -1.546361 5.094607 4.985912 0.012 -0.002 0.003
H -2.278253 3.021457 6.091602 -0.012 0.004 -0.002
H -2.890717 0.547367 5.886564 -0.021 0.007 -0.007
H -3.060381 -1.447446 4.413308 -0.004 0.000 -0.002
H -2.322098 -1.265587 2.032054 0.071 -0.013 0.020
Se -0.862338 1.386908 -2.174059 0.087 0.113 0.334
P 0.435032 1.012408 -4.084179 0.003 -0.078 0.040
Se -0.414990 3.692947 -2.513177 -0.080 0.090 -0.245
C 0.067279 -0.765036 -4.312904 -0.034 0.014 0.018
C 1.066605 -1.628348 -4.754902 0.021 0.008 0.001
C 0.756123 -2.933420 -5.108271 0.001 -0.010 0.016
C -0.547071 -3.395208 -5.003979 -0.008 0.006 0.014
C -1.549655 -2.538475 -4.569017 0.016 -0.016 -0.014
C -1.248188 -1.225779 -4.244915 -0.011 0.004 0.000
C 2.152697 1.021935 -3.476253 0.001 0.071 -0.014
C 3.127757 1.259771 -4.447489 0.007 -0.012 -0.021
C 4.469886 1.301434 -4.098928 -0.006 -0.008 0.002
C 4.844927 1.139875 -2.772656 0.009 0.008 -0.007
C 3.878025 0.928958 -1.799261 0.001 -0.013 0.010
C 2.537190 0.866206 -2.147010 0.018 -0.067 0.003
H 2.091769 -1.286037 -4.825527 -0.001 -0.003 0.013
H 1.539287 -3.593160 -5.458729 0.004 0.001 0.004
H -0.783677 -4.417666 -5.266627 -0.003 0.002 -0.011
H -2.570887 -2.889284 -4.499119 0.001 0.003 0.011
H -2.046605 -0.557123 -3.944037 -0.001 -0.001 0.008
H 2.839196 1.411615 -5.482042 -0.007 0.019 0.005
H 5.218205 1.475450 -4.860567 0.001 0.004 0.003
H 5.890238 1.192466 -2.497625 -0.001 -0.011 0.002
H 4.161120 0.813012 -0.760586 0.000 -0.003 -0.004
H 1.802689 0.702972 -1.370749 -0.031 0.030 0.034
F -6.649993 1.756599 -0.621126 -0.011 0.024 -0.039
C -5.346661 1.874724 -0.940683 -0.030 0.014 0.120
C -4.294646 1.687603 0.108941 0.016 -0.103 0.124
F -3.246984 0.843171 -0.404752 0.054 0.112 0.015
C -4.479874 3.045841 -0.635254 -0.023 0.134 -0.375
F -4.775733 4.122899 0.128257 0.007 -0.063 0.104
C -3.666524 3.280811 -1.812756 0.027 0.230 -0.083
Se -2.472343 4.686496 -1.835732 -0.014 -0.130 0.099
C -3.956704 2.320189 -2.805833 -0.056 -0.142 0.116
F -3.357621 2.220759 -3.976330 -0.002 0.031 -0.032
C -4.967924 1.529254 -2.346833 0.102 0.033 -0.024
F -5.489398 0.527579 -2.974366 0.005 -0.039 -0.011
C 1.509125 -2.649351 -1.699003 -0.016 -0.008 0.006
C 1.960249 -2.930232 -0.281481 -0.027 -0.026 0.080
C 1.062890 -3.943626 0.408257 0.002 -0.015 -0.007
C 3.416435 -3.353562 -0.245532 0.009 0.007 0.003
O 1.943236 -1.660617 0.483954 0.168 0.233 -0.186
P 0.714309 -0.822809 0.955845 -0.236 -0.246 0.091
O 0.926960 0.685256 0.756766 0.146 0.058 0.090
O -0.591334 -1.150869 0.230978 0.016 -0.071 0.187
O 0.533658 -1.152367 2.489130 0.058 -0.052 -0.012
C 1.581868 -1.077648 3.526653 -0.028 0.030 -0.005
C 0.833430 -0.694292 4.789794 -0.014 -0.001 0.003
C 2.204346 -2.455830 3.657453 0.013 -0.002 -0.005
C 2.624847 -0.023737 3.187086 0.013 0.014 0.006
H 1.601853 -3.561798 -2.289417 -0.003 0.009 -0.010
H 2.138230 -1.883625 -2.151187 0.024 0.014 -0.001
H 0.468826 -2.324015 -1.730373 0.003 0.006 0.009
H 1.089499 -4.878625 -0.152616 0.002 -0.004 0.008
H 0.030256 -3.595684 0.439020 -0.002 0.003 -0.016
H 1.404858 -4.144696 1.422980 -0.004 0.005 0.002
H 3.539322 -4.283334 -0.801367 0.003 -0.001 -0.002
H 3.752111 -3.518478 0.778393 -0.012 -0.003 0.004
H 4.046174 -2.589053 -0.701408 -0.009 0.001 -0.008
H 0.074418 -1.439362 5.028416 -0.010 -0.004 -0.010
H 0.349377 0.275086 4.663223 0.002 0.014 0.001
H 1.529437 -0.628224 5.626551 -0.002 -0.004 0.000
H 1.439247 -3.202904 3.870741 -0.005 0.004 -0.002
H 2.925623 -2.454577 4.475592 -0.009 -0.005 0.008
H 2.726900 -2.732049 2.743120 0.012 0.012 0.002
H 2.163776 0.952921 3.045101 0.000 -0.004 0.005
H 3.181554 -0.282255 2.285645 -0.009 -0.007 -0.004
H 3.334352 0.040127 4.012716 0.002 -0.002 -0.002
```
Positions in Å, forces in eV/Å.

Summary:
E_HOMO: -10.1 eV
E_tot: -278714.863 eV
F_max: 0.843 eV/A
frontier orbital gap: 4.9 eV
net charge: +1
relative energy (zero: lowest compared OMol25 entry of this formula, charge and spin): 82.47 kcal/mol


Entry 2:
The following is a DFT calculation (wB97M-V/def2-TZVPD) of a molecular structure, C3H4N2S2 at a distorted geometry.

```
11
Properties=species:S:1:pos:R:3:forces:R:3
C 1.063433 0.075347 0.689083 0.459 1.070 2.333
C 1.725761 -1.093176 0.472741 1.101 -1.036 -1.062
C 0.727716 0.685591 -0.525644 -2.395 2.839 -2.337
N 1.104406 0.127025 -1.699460 -1.074 1.167 2.913
N -0.230750 2.008959 -0.572930 2.854 -4.291 -1.068
S 1.861126 -1.236749 -1.277619 0.724 -1.251 1.062
S -0.724988 2.505791 0.900010 1.482 0.855 1.947
H 1.009397 0.607995 1.710068 -0.315 -1.281 -1.918
H 2.245140 -1.824026 1.183364 -1.036 1.296 -1.213
H 0.234942 2.677748 -1.157887 0.067 0.396 -0.128
H 0.579727 2.619409 1.539154 -1.866 0.236 -0.528
```
Positions in Å, forces in eV/Å.

Summary:
E_HOMO: -9.1 eV
E_tot: -27824.582 eV
F_max: 5.263 eV/A
frontier orbital gap: 9.7 eV
net charge: 0
relative energy (zero: lowest compared OMol25 entry of this formula, charge and spin): 50.90 kcal/mol


Entry 3:
The following is a DFT calculation (wB97M-V/def2-TZVPD) of a molecular structure, C16H15N3ORe.

```
36
Properties=species:S:1:pos:R:3:forces:R:3
Re -0.526965 -1.601492 0.738075 -0.121 0.004 0.495
C 3.310174 -1.325721 -1.005793 0.015 0.040 -0.011
C 3.362168 -0.008338 -1.450479 -0.003 -0.043 0.017
C 2.233965 0.811910 -1.321091 -0.006 -0.031 -0.014
C 1.087297 0.320315 -0.739411 0.090 0.056 -0.024
N 1.067207 -0.958985 -0.270479 0.034 0.036 -0.047
C 2.151556 -1.768811 -0.408717 -0.045 0.035 0.007
C -1.440738 0.343652 -1.255879 0.090 -0.003 -0.047
C -2.306394 0.892594 -2.165531 -0.027 -0.022 -0.063
C -3.426470 0.164232 -2.602254 0.018 0.025 0.005
C -3.646961 -1.115996 -2.113064 0.009 -0.025 0.014
C -2.756862 -1.625856 -1.196071 0.024 -0.074 0.056
N -1.671310 -0.917791 -0.763949 -0.012 0.083 -0.081
H 4.150202 -2.001045 -1.116196 0.005 0.009 0.000
H 4.262212 0.379281 -1.916385 -0.001 -0.006 -0.004
H 2.258042 1.822162 -1.713408 0.002 0.002 0.005
H 2.067821 -2.784769 -0.029986 -0.001 -0.008 0.000
H -2.129459 1.882817 -2.570531 0.011 -0.001 0.013
H -4.106875 0.604212 -3.324121 0.001 -0.007 -0.006
H -4.490007 -1.715545 -2.434852 -0.002 0.004 -0.002
H -2.882967 -2.628040 -0.793517 -0.023 -0.002 -0.002
O 0.598281 -1.976609 2.591121 -0.072 -0.058 -0.144
C 0.987004 -0.764084 3.313076 0.061 0.130 -0.015
C 0.265755 0.348565 2.570070 0.078 0.088 0.254
C 0.433354 1.795709 2.635980 -0.197 0.074 -0.228
C -0.086305 2.524932 1.588256 0.269 -0.047 0.168
C -0.598468 2.085213 0.347556 -0.018 -0.099 0.216
C -0.201805 1.126543 -0.761215 -0.055 0.102 -0.133
N -0.546798 -0.078865 1.687751 -0.100 -0.442 -0.468
H 0.683382 -2.779675 3.144532 -0.013 0.066 -0.003
H 2.073995 -0.647110 3.274256 -0.004 -0.010 -0.003
H 0.661572 -0.819282 4.357154 0.004 -0.021 0.001
H 0.878593 2.271636 3.507237 -0.018 0.063 -0.040
H -0.245611 3.592166 1.777310 0.058 -0.006 -0.021
H -1.428875 2.710324 0.006222 -0.019 -0.012 0.026
H -0.039706 1.841767 -1.585678 -0.032 0.101 0.078
```
Positions in Å, forces in eV/Å.

Summary:
E_HOMO (spin up / spin down): -23.8 / -23.9 eV
E_tot: -25432.332 eV
F_max: 0.652 eV/A
frontier orbital gap (spin up / spin down): 6.2 / 6.5 eV
net charge: +4
relative energy (zero: lowest compared OMol25 entry of this formula, charge and spin): 0.00 kcal/mol
2S+1: 2


Entry 4:
The following is a DFT calculation (wB97M-V/def2-TZVPD) of 2 unconnected molecules or ions with the total composition Br2H4OSi2 at a distorted geometry.

```
9
Properties=species:S:1:pos:R:3:forces:R:3
O 1.288339 -0.163033 -0.425154 -1.815 -3.271 0.279
Si 1.212591 1.386226 -0.248478 -0.372 1.526 0.248
Si -1.347574 -1.463323 0.312262 2.404 -0.181 -0.887
Br -0.759891 -2.953996 1.767224 -0.101 0.439 -0.184
Br -1.873876 -2.344745 -1.591178 0.058 0.358 0.342
H 2.078573 2.063902 -1.230870 0.161 0.249 -0.122
H -0.174624 1.904305 -0.451884 -0.157 0.197 -0.031
H 1.588338 1.847887 1.107184 0.093 0.201 0.201
H -2.011877 -0.277222 0.760894 -0.272 0.482 0.154
```
Positions in Å, forces in eV/Å.

Summary:
E_HOMO: -8.9 eV
E_tot: -157952.001 eV
F_max: 3.751 eV/A
frontier orbital gap: 6.8 eV
net charge: 0
relative energy (zero: lowest compared OMol25 entry of this formula, charge and spin): 108.61 kcal/mol


Which of these has the highest E_tot?
C16H15N3ORe


Among the records above, which one has the lowest E_tot?
C35H36F5N2O4OsP2Se3


Among the records above, which one has the lowest relative energy (zero: lowest compared OMol25 entry of this formula, charge and spin)?
C16H15N3ORe


Number 2 is which compound?
C3H4N2S2